Computed, not measured: a 2-piece molecular cluster, C18H29F3N3O4PS overall, with ωB97M-V/def2-TZVPD.

The lowest unoccupied orbital energy comes out at -2.3 eV. The value obtained for the max |F| is 2.291 eV Å⁻¹.

The geometry in ORCA input format:
```
! RIJCOSX wB97M-V def2-TZVPD def2/J DEFGRID3
* xyz 0 1
C 2.70 3.53 2.61
C 2.09 3.79 1.60
C 1.37 3.89 0.28
C 0.40 2.66 0.16
C 0.94 1.53 -0.83
C 1.07 0.15 -0.15
C 2.31 -0.59 -0.17
C 3.58 -0.11 -0.89
C 4.81 0.12 0.05
O 5.27 -1.07 0.70
C 4.54 1.21 1.14
N 5.26 2.46 0.81
N 2.33 -1.76 0.45
N 1.38 -2.37 1.11
C 0.23 -1.76 1.14
C -0.90 -2.48 1.88
C -0.04 -0.45 0.52
P -1.70 0.38 0.53
C -2.51 0.40 2.21
C -3.98 0.90 1.96
C -2.79 -0.41 -0.75
C -2.83 0.55 -2.00
H 3.04 3.03 3.51
H 0.81 4.85 0.30
H 2.08 3.94 -0.57
H 0.39 2.19 1.15
H -0.63 2.95 -0.09
H 0.28 1.46 -1.71
H 1.93 1.90 -1.17
H 3.86 -0.96 -1.56
H 3.39 0.74 -1.56
H 5.65 0.49 -0.58
H 5.14 -1.80 0.07
H 3.46 1.43 1.20
H 4.93 0.83 2.09
H 5.22 2.57 -0.21
H 6.24 2.34 1.05
H 3.21 -2.26 0.40
H -1.16 -1.99 2.83
H -0.52 -3.49 2.15
H -1.76 -2.66 1.20
H -2.04 1.17 2.85
H -2.61 -0.58 2.70
H -4.45 1.21 2.91
H -4.03 1.70 1.20
H -4.62 0.08 1.58
H -2.34 -1.36 -1.08
H -3.83 -0.54 -0.40
H -2.63 1.58 -1.63
H -2.01 0.33 -2.71
H -3.81 0.55 -2.49
C -5.08 -4.30 -3.48
F -6.32 -3.82 -3.65
F -5.21 -5.53 -2.95
F -4.55 -4.47 -4.70
S -4.04 -3.20 -2.41
O -4.75 -3.14 -1.15
O -4.01 -1.94 -3.13
O -2.76 -3.87 -2.33
*
```

Computed, not measured: a 2-piece molecular cluster, C2H5FIN overall, with ωB97M-V/def2-TZVPD.

Its expectation value of S² is 2.0115. The lowest unoccupied orbital energy (alpha / beta) comes out at 0.9 / -3.3 eV. For the energy above the lowest of the compared OMol25 structures with the same formula, charge and spin, the calculation gives 31.4 kcal per mole. The value obtained for the max |F| is 5.422 eV Å⁻¹.

The geometry in ORCA input format:
```
! RIJCOSX wB97M-V def2-TZVPD def2/J DEFGRID3
* xyz 0 3
C -0.84 -0.97 0.23
C -1.74 -0.02 0.11
N 2.09 0.57 -0.21
F -1.61 1.29 0.11
I -3.77 -0.46 -0.09
H 0.28 -0.66 0.22
H 2.68 0.32 0.53
H -1.04 -1.98 0.21
H 2.51 0.63 -1.13
H 1.43 1.27 0.02
*
```

Computed, not measured: one molecule with the formula C5H5ClN2O4, with ωB97M-V/def2-TZVPD.

The lowest unoccupied orbital energy comes out at -0.6 eV. For the energy above the lowest of the compared OMol25 structures with the same formula, charge and spin, the calculation gives 8.0 kcal per mole. The value obtained for the max |F| is 4.272 eV Å⁻¹. The SMILES is CCOC(=O)[C@](Cl)(C#N)[N+](=O)[O-].

The geometry in ORCA input format:
```
! RIJCOSX wB97M-V def2-TZVPD def2/J DEFGRID3
* xyz 0 1
C -2.19 -0.15 -0.99
C -1.83 -0.02 0.54
O -0.43 0.32 0.57
C 0.36 -0.70 0.43
O 0.09 -1.87 0.49
C 1.81 -0.15 0.13
Cl 2.64 -1.30 -0.93
C 2.38 0.03 1.41
N 2.85 0.06 2.46
N 1.81 1.30 -0.58
O 2.22 2.20 0.09
O 1.44 1.25 -1.73
H -1.72 -1.08 -1.21
H -3.14 -0.50 -1.23
H -1.77 0.71 -1.32
H -2.04 -0.97 0.91
H -2.49 0.86 0.97
*
```

Computed, not measured: C2H17CdO8 as an isolated structure, with ωB97M-V/def2-TZVPD.

Its expectation value of S² is 0.7599. The lowest unoccupied orbital energy (alpha / beta) comes out at -0.2 / -3.1 eV. The value obtained for the max |F| is 3.089 eV Å⁻¹.

The geometry in ORCA input format:
```
! RIJCOSX wB97M-V def2-TZVPD def2/J DEFGRID3
* xyz 0 2
Cd 1.23 -0.91 0.22
C -2.22 2.33 -0.82
C -0.68 1.97 -0.62
O -0.33 0.62 -0.44
H -2.32 1.97 -1.84
H -2.47 3.38 -0.92
H -2.92 1.71 -0.26
H -0.37 2.57 0.24
H -0.21 2.30 -1.55
O 3.01 -1.88 0.52
H 3.25 -2.52 1.22
O 1.50 -1.62 -1.62
H 1.73 -1.16 -2.45
O 2.34 0.81 -0.10
H 1.58 1.27 -0.44
H 2.98 0.84 -0.81
O -0.14 -2.58 0.57
H -0.56 -2.79 1.41
H -0.83 -2.72 -0.08
O 1.24 -0.44 2.28
H 0.91 -0.84 3.08
H 1.52 0.44 2.55
O -1.82 0.34 2.07
H -2.19 1.21 1.91
H -1.31 0.15 1.29
O -1.26 -1.72 -1.91
H -1.35 -0.89 -1.46
H -0.31 -1.84 -2.01
*
```

Computed, not measured: C25H19BrF6InN3O6S3 as an isolated structure, with ωB97M-V/def2-TZVPD.

The lowest unoccupied orbital energy comes out at -0.6 eV. For the energy above the lowest of the compared OMol25 structures with the same formula, charge and spin, the calculation gives 9.6 kcal per mole. The value obtained for the max |F| is 3.364 eV Å⁻¹.

The geometry in ORCA input format:
```
! RIJCOSX wB97M-V def2-TZVPD def2/J DEFGRID3
* xyz 0 1
In 7.50 5.85 17.01
F 10.84 5.11 20.98
C 11.05 6.23 20.31
F 12.41 6.37 20.24
F 10.44 7.25 20.95
S 10.42 5.92 18.58
O 8.94 5.89 18.69
O 11.04 4.68 18.18
N 10.97 7.17 17.78
S 9.92 7.89 16.83
O 9.32 9.11 17.25
O 9.08 6.90 16.07
C 11.15 8.46 15.39
F 12.33 8.85 15.83
F 10.71 9.44 14.59
F 11.28 7.40 14.57
Br 8.04 5.91 13.32
C 6.67 7.06 14.08
C 6.15 8.09 13.24
C 5.30 9.07 13.74
C 5.08 9.08 15.17
C 5.60 8.02 15.94
N 6.30 7.01 15.34
C 5.70 8.15 17.45
O 5.24 9.17 17.98
O 6.17 7.12 18.09
H 6.42 8.01 12.18
H 4.92 9.80 13.09
H 4.57 9.95 15.65
C 14.37 5.70 16.17
C 14.62 4.46 15.29
C 15.18 3.27 16.10
C 15.51 4.92 14.06
C 13.25 3.94 14.78
C 13.27 2.84 13.91
C 12.15 2.07 13.61
C 10.97 2.51 14.16
S 9.42 1.88 13.77
C 8.72 2.93 15.00
N 9.54 3.78 15.47
C 10.84 3.65 15.01
C 12.01 4.32 15.37
C 7.32 2.88 15.48
C 6.56 1.80 15.00
C 5.34 1.48 15.60
C 4.87 2.28 16.66
C 5.50 3.46 16.92
C 6.79 3.79 16.44
H 15.30 6.24 16.25
H 13.99 5.46 17.18
H 13.55 6.30 15.67
H 16.10 3.51 16.65
H 15.37 2.41 15.42
H 14.31 3.01 16.80
H 16.47 5.32 14.41
H 15.01 5.65 13.41
H 15.76 4.08 13.42
H 14.22 2.45 13.58
H 12.26 1.11 13.11
H 11.84 5.00 16.15
H 6.87 1.18 14.20
H 4.85 0.59 15.33
H 3.94 2.06 17.16
H 5.15 4.14 17.66
*
```

Computed, not measured: a 2-piece molecular cluster, C6H16N overall, with ωB97M-V/def2-TZVPD.

The lowest unoccupied orbital energy comes out at -3.6 eV. For the energy above the lowest of the compared OMol25 structures with the same formula, charge and spin, the calculation gives 47.2 kcal per mole. The value obtained for the max |F| is 2.368 eV Å⁻¹.

The geometry in ORCA input format:
```
! RIJCOSX wB97M-V def2-TZVPD def2/J DEFGRID3
* xyz 1 1
C -1.46 1.06 -0.94
C -0.99 2.22 -0.50
N -2.48 0.43 -0.08
H -1.30 0.39 -1.75
H 0.01 2.63 -0.81
H -1.48 2.78 0.25
H -2.11 -0.41 0.34
H -2.72 1.00 0.70
H -3.38 0.18 -0.51
C 2.06 -2.01 -0.20
C 1.45 -0.82 0.63
C 1.62 0.56 0.01
C -0.04 -1.17 0.90
H 1.89 -2.96 0.38
H 1.65 -1.99 -1.21
H 3.17 -1.92 -0.24
H 1.96 -0.82 1.63
H 1.32 1.38 0.70
H 1.15 0.64 -0.98
H 2.66 0.85 -0.25
H -0.14 -2.03 1.62
H -0.53 -0.27 1.35
H -0.62 -1.51 0.02
*
```

Computed, not measured: C4H9NOSi as an isolated structure, with ωB97M-V/def2-TZVPD.

The lowest unoccupied orbital energy comes out at 0.5 eV. For the energy above the lowest of the compared OMol25 structures with the same formula, charge and spin, the calculation gives 40.9 kcal per mole. The value obtained for the max |F| is 6.042 eV Å⁻¹.

The geometry in ORCA input format:
```
! RIJCOSX wB97M-V def2-TZVPD def2/J DEFGRID3
* xyz 0 1
C 1.11 0.70 -2.36
C 0.21 2.31 0.27
C -1.86 -0.87 -1.06
C 1.29 -1.14 0.26
N 1.43 1.28 -3.27
O -0.60 1.12 0.23
Si -0.18 -0.24 -0.55
H 0.16 2.88 1.12
H -0.19 2.96 -0.56
H 1.22 2.09 -0.10
H -2.47 -0.75 -0.22
H -2.26 -0.20 -1.86
H -1.84 -1.89 -1.42
H 1.12 -1.62 1.26
H 1.62 -2.09 -0.27
H 2.19 -0.54 0.38
*
```

Computed, not measured: one molecule with the formula C4H6N2O, with ωB97M-V/def2-TZVPD.

The lowest unoccupied orbital energy comes out at 0.7 eV. For the energy above the lowest of the compared OMol25 structures with the same formula, charge and spin, the calculation gives 30.0 kcal per mole. The value obtained for the max |F| is 1.117 eV Å⁻¹. The SMILES is [H]/N=C/OCCC#N.

The geometry in ORCA input format:
```
! RIJCOSX wB97M-V def2-TZVPD def2/J DEFGRID3
* xyz 0 1
H 1.54 -1.32 2.19
N 1.11 -0.97 1.34
C 1.62 0.13 0.99
O 1.24 0.80 -0.11
C 0.23 0.18 -0.90
C -1.15 0.44 -0.27
C -2.19 -0.37 -0.90
N -3.01 -1.02 -1.39
H 2.39 0.70 1.51
H 0.42 -0.89 -0.98
H 0.30 0.64 -1.89
H -1.10 0.17 0.79
H -1.41 1.50 -0.35
*
```